1.
The following is a DFT calculation (wB97M-V/def2-TZVPD) of a molecular structure, C28H22N6OPbS2.

Results
* gap between HOMO and LUMO: 5.331 eV
* total energy: -2472.79950 a.u.
* total charge: +2
* spin multiplicity: 1

Geometry as XYZ:
```
60
C28H22N6OPbS2 wB97M-V/def2-TZVPD
Pb -1.98287 -1.79804 -2.62552
C -3.64042 0.88616 -5.01390
C -3.98532 -0.53120 -5.33663
N -3.54585 -1.56949 -4.66493
C -4.02378 -2.76593 -5.18540
C -4.83205 -2.60612 -6.26095
S -5.00525 -0.95341 -6.63870
C -3.64343 -4.04722 -4.57486
C -4.04026 -5.27540 -4.99172
S -3.36183 -6.48640 -4.00513
C -2.57113 -5.30803 -3.06605
N -2.80300 -4.07983 -3.47050
C -1.70006 -5.65110 -1.90141
H -2.97944 0.92704 -4.14856
H -4.53553 1.46610 -4.78991
H -3.13768 1.36767 -5.85246
H -5.32930 -3.36210 -6.84694
H -4.68554 -5.52936 -5.81700
H -1.64615 -6.72585 -1.74622
H -2.09125 -5.19946 -0.98806
H -0.68502 -5.28487 -2.06522
C 5.12999 5.05983 7.55639
O 5.60812 4.59114 6.30080
C 4.75438 3.96056 5.48654
C 5.28319 3.52170 4.26895
C 4.48537 2.86394 3.36551
C 3.13552 2.62213 3.64489
C 2.61728 3.06275 4.85946
C 3.41039 3.72676 5.77968
C 2.32480 1.92166 2.65868
N 2.75235 1.48871 1.48702
C 1.67282 0.90200 0.90615
C 0.56305 0.96737 1.71657
N 0.99562 1.62568 2.84007
C -0.69294 0.42649 1.34180
C -1.84643 0.47790 2.14821
C -3.01906 -0.07083 1.70842
C -3.03493 -0.67563 0.45072
N -1.97097 -0.74010 -0.33071
C -0.78772 -0.20202 0.07880
C 0.37601 -0.27724 -0.78843
N 0.28075 -0.88421 -2.00799
C 1.34566 -0.94855 -2.78975
C 2.59059 -0.42266 -2.44059
C 2.71415 0.19185 -1.22375
C 1.59819 0.27349 -0.37248
H 5.97991 5.53008 8.03854
H 4.77348 4.23267 8.17298
H 4.33446 5.79512 7.42277
H 6.32688 3.71120 4.05852
H 4.89253 2.52331 2.42303
H 1.57682 2.89860 5.11877
H 2.98067 4.05706 6.71435
H 0.45638 1.85597 3.65675
H -1.80262 0.95376 3.11984
H -3.91865 -0.04598 2.30647
H -3.94855 -1.12138 0.07177
H 1.21585 -1.44182 -3.74775
H 3.42321 -0.50695 -3.12419
H 3.64858 0.62245 -0.88675
```


2.
The following is a DFT calculation (wB97M-V/def2-TZVPD) of a molecular structure, C2Br2Cl2S in a non-equilibrium geometry.

Results
* gap between HOMO and LUMO (alpha / beta): 6.091 / 7.069 eV
* total energy: -6542.65271 a.u.
* total charge: 0
* ΔE to the lowest compared entry with this formula, charge and spin: 304.8 kJ/mol
* spin multiplicity: 1

Geometry as XYZ:
```
7
C2Br2Cl2S wB97M-V/def2-TZVPD
C 0.31007 0.67522 1.46179
C 0.05923 -1.09642 -1.50503
S 0.57197 -0.76301 0.42880
Cl 1.46157 0.97987 2.68709
Cl -0.51813 1.95711 0.75876
Br -0.51838 0.58061 -2.38493
Br -1.36632 -2.33339 -1.44648
```


3.
The following is a DFT calculation (wB97M-V/def2-TZVPD) of C2H3NP2 in the gas phase in a non-equilibrium geometry.

Results
* gap between HOMO and LUMO (alpha / beta): 6.021 / 7.564 eV
* total energy: -815.25354 a.u.
* total charge: 0
* ΔE to the lowest compared entry with this formula, charge and spin: 451.9 kJ/mol
* spin multiplicity: 1

Geometry as XYZ:
```
8
C2H3NP2 wB97M-V/def2-TZVPD
C 1.00349 0.12902 -0.04846
C 1.10210 1.42692 0.00755
N 0.08985 -0.83785 -0.04104
P -2.90356 0.54977 0.00735
P -1.50775 -0.85661 0.02351
H 1.98960 -0.36647 -0.12845
H 1.83275 2.19412 0.09783
H -1.60648 -2.23890 0.08171
```